(1)
{"formula": "C18H15Co2N2O6", "method": "the ωB97M-V functional and the def2-TZVPD basis", "elements": ["C", "N", "C", "N", "C", "H", "H", "H", "H", "H", "H", "H", "H", "O", "C", "Co", "C", "O", "C", "O", "C", "C", "C", "C", "C", "C", "C", "C", "C", "Co", "C", "O", "C", "O", "C", "O", "H", "H", "H", "H", "H", "H", "H"], "coordinates": [[6.140, 2.139, 2.948], [5.256, 0.988, 3.012], [5.620, -0.128, 3.868], [3.992, 1.181, 2.613], [3.192, 0.196, 2.351], [7.147, 1.751, 2.789], [5.833, 2.771, 2.111], [6.133, 2.727, 3.873], [6.665, -0.355, 3.643], [5.565, 0.129, 4.936], [4.984, -0.995, 3.660], [2.196, 0.486, 2.043], [3.465, -0.865, 2.390], [-1.355, 2.386, -2.802], [-0.915, 1.393, -2.410], [-0.437, -0.196, -1.757], [0.914, -0.819, -2.700], [1.745, -1.284, -3.347], [0.101, 0.057, -0.123], [0.384, 0.173, 1.002], [-2.188, -0.879, -1.152], [-3.104, 0.271, -0.902], [-2.840, 1.085, 0.214], [-3.493, 2.316, 0.355], [-4.427, 2.751, -0.604], [-4.645, 1.964, -1.751], [-4.036, 0.701, -1.882], [-2.044, -1.484, -2.429], [-2.482, -1.422, -3.721], [-1.812, -2.761, -0.971], [-1.559, -2.643, 0.768], [-1.422, -2.411, 1.898], [-0.327, -3.701, -1.525], [0.642, -4.203, -1.918], [-3.248, -3.847, -1.209], [-4.240, -4.440, -1.399], [-2.098, 0.753, 0.956], [-3.276, 2.939, 1.233], [-4.960, 3.708, -0.470], [-5.333, 2.323, -2.536], [-4.276, 0.083, -2.759], [-2.562, -2.359, -4.261], [-2.895, -0.478, -4.034]], "forces_ev_per_angstrom": [[-0.515, -0.466, 0.280], [0.508, -0.605, -0.086], [0.255, 0.352, -0.433], [-1.350, -0.546, -0.659], [0.812, 1.166, 0.493], [0.091, 0.223, -0.086], [0.111, -0.153, 0.185], [0.024, 0.118, 0.050], [-0.075, -0.364, 0.114], [-0.166, -0.005, -0.027], [0.394, 0.272, 0.142], [0.228, -0.218, -0.005], [-0.089, 0.258, 0.155], [0.822, -0.782, 0.585], [-1.310, 1.265, -1.246], [0.361, -0.025, -0.075], [1.564, -0.315, -0.633], [-0.599, 0.273, 0.392], [0.561, -1.109, 1.977], [-0.515, 0.285, -1.723], [-0.019, 1.207, -1.409], [-0.144, -0.229, -0.080], [-0.664, 0.464, 0.037], [-0.195, -0.290, 0.056], [0.289, -0.132, -0.338], [-0.230, -0.217, 0.504], [-0.075, 0.577, 0.544], [-1.363, -1.353, 0.378], [0.731, -0.229, 2.290], [0.509, -0.757, -0.549], [0.147, 0.687, 1.943], [-0.203, -0.528, -1.699], [1.112, 0.137, -0.577], [-1.684, 0.591, 0.696], [-2.277, -0.704, -0.552], [2.334, 1.176, 0.466], [-0.485, 0.245, -0.464], [-0.136, -0.263, -0.400], [0.419, -0.562, -0.150], [0.367, -0.252, 0.484], [0.251, 0.334, 0.658], [0.158, 0.391, -0.494], [0.042, 0.084, -0.745]], "multiplicity": 1, "energy_ev": -109424.6243, "charge": -1, "homo_energy_ev": -3.63, "orbital_gap_ev": 6.0156}

(2)
{"formula": "C18H15F3In", "method": "the ωB97M-V functional and the def2-TZVPD basis", "elements": ["In", "F", "C", "C", "C", "C", "C", "C", "H", "H", "H", "H", "H", "F", "C", "C", "C", "C", "C", "C", "H", "H", "H", "H", "H", "F", "C", "C", "C", "C", "C", "C", "H", "H", "H", "H", "H"], "coordinates": [[1.637, -2.500, -0.965], [2.354, -0.441, 1.199], [1.880, 0.558, 1.921], [1.272, 1.651, 1.307], [0.953, 2.766, 2.045], [1.181, 2.749, 3.440], [1.651, 1.593, 4.087], [2.014, 0.501, 3.339], [1.183, 1.691, 0.227], [0.615, 3.660, 1.540], [0.928, 3.600, 4.061], [1.708, 1.570, 5.166], [2.387, -0.407, 3.798], [1.029, -1.863, -3.827], [0.495, -1.192, -4.871], [-0.686, -1.687, -5.429], [-1.214, -0.997, -6.500], [-0.554, 0.133, -7.021], [0.658, 0.575, -6.460], [1.190, -0.119, -5.402], [-1.111, -2.624, -5.095], [-2.071, -1.362, -7.052], [-0.962, 0.685, -7.858], [1.161, 1.460, -6.824], [2.104, 0.192, -4.908], [-0.014, -1.730, 1.386], [-0.848, -1.311, 2.350], [-1.025, -2.095, 3.499], [-1.788, -1.585, 4.530], [-2.459, -0.359, 4.401], [-2.323, 0.353, 3.187], [-1.499, -0.091, 2.182], [-0.571, -3.064, 3.660], [-1.983, -2.171, 5.419], [-3.096, 0.067, 5.164], [-2.839, 1.290, 3.012], [-1.357, 0.504, 1.292]], "forces_ev_per_angstrom": [[0.139, -0.252, -0.157], [-0.133, -0.005, -0.087], [-0.358, 0.342, 1.212], [0.158, 0.606, -0.923], [0.455, -0.299, 0.035], [-0.441, -0.039, 0.431], [-0.064, -0.111, -0.312], [-0.030, -0.438, -0.032], [-0.002, -0.142, 0.046], [-0.156, 0.010, 0.115], [0.060, 0.134, -0.199], [0.168, 0.006, 0.003], [0.134, 0.066, -0.033], [-0.064, 0.236, -0.064], [-0.240, -0.678, -0.308], [-0.411, -0.013, -0.451], [0.172, -0.382, -0.240], [0.086, 0.357, 0.041], [0.153, -0.110, 0.348], [0.605, 0.813, 0.487], [-0.076, 0.094, 0.144], [-0.135, -0.076, 0.294], [-0.117, -0.149, -0.026], [-0.021, -0.063, -0.161], [0.018, 0.009, -0.192], [-0.267, -0.249, -0.035], [0.399, 0.010, 0.337], [-0.032, -0.124, 0.976], [-0.365, -0.462, -0.017], [0.076, 0.607, -0.967], [0.165, 0.447, -0.118], [-0.196, 0.390, -0.043], [0.157, 0.009, -0.425], [0.309, -0.065, -0.003], [0.024, -0.269, 0.188], [-0.113, -0.051, 0.278], [-0.056, -0.157, -0.143]], "multiplicity": 1, "energy_ev": -32202.0586, "charge": 3, "homo_energy_ev": -16.66, "orbital_gap_ev": 1.6084}